The following is a DFT calculation (wB97M-V/def2-TZVPD) of 3 unconnected molecules or ions with the total composition C21H24B3F3O8 at a distorted geometry.

Each line ends with the Löwdin charge.
CARTESIAN COORDINATES (ANGSTROEM)
C: -5.2759 -2.8411 2.5926  -0.12
O: -3.8177 -3.0315 2.8203  -0.26
C: -3.0467 -2.1968 1.8650  -0.21
C: -2.8896 -0.6143 2.3745  -0.15
C: -4.0438 0.3096 1.6657  -0.20
C: -3.9013 1.9235 1.9320  -0.08
B: -2.7751 2.6381 0.9560  -0.36
O: -1.4723 3.2045 1.4542  0.11
B: -0.4804 2.1780 0.9754  -0.19
O: -0.7793 1.2915 -0.1665  0.10
B: -1.8413 1.8550 -1.0412  -0.39
C: -1.7537 1.5337 -2.6514  -0.07
C: -3.1530 1.0249 -3.3376  -0.13
C: -3.9772 -0.1049 -2.4745  -0.06
F: -3.3554 -1.3350 -1.8962  -0.05
C: -5.4673 0.0367 -2.2608  0.00
F: -6.3940 0.1621 -3.4413  -0.03
F: -6.1279 0.0199 -0.9254  -0.02
O: -2.9565 2.7319 -0.5360  0.15
H: -5.6444 -1.9770 3.3012  0.10
H: -5.7799 -3.8664 2.9215  0.11
H: -5.5407 -2.6739 1.4600  0.10
H: -1.9491 -2.6566 1.7859  0.13
H: -3.5003 -2.2292 0.7627  0.12
H: -1.7794 -0.3112 2.0928  0.11
H: -2.9297 -0.5902 3.5608  0.13
H: -3.9922 0.1618 0.4861  0.11
H: -5.0958 -0.0368 2.0869  0.12
H: -4.9490 2.4130 1.6389  0.13
H: -3.7443 2.2068 3.0787  0.13
H: 0.5152 2.1016 1.5988  0.11
H: -0.9491 0.6818 -2.8051  0.13
H: -1.4543 2.5512 -3.1939  0.14
H: -3.8763 1.9128 -3.6748  0.15
H: -2.8447 0.4925 -4.3608  0.13
O: 4.9733 -0.9537 -1.9848  0.08
C: 4.1365 -0.1536 -2.3799  -0.36
C: 2.9252 0.1425 -1.5897  0.04
C: 2.0105 1.0152 -2.0233  0.04
C: 2.1724 1.7217 -3.3095  -0.37
O: 1.3357 2.5218 -3.7046  0.10
C: 3.3837 1.4256 -4.0997  0.03
C: 4.2985 0.5529 -3.6661  0.03
H: 2.8213 -0.3832 -0.6481  0.12
H: 1.1161 1.2433 -1.4564  0.10
H: 3.4877 1.9514 -5.0413  0.12
H: 5.1929 0.3249 -4.2330  0.12
O: 8.9262 -2.6067 2.4417  0.10
C: 7.8542 -2.0358 2.2955  -0.39
C: 7.1520 -2.0433 0.9970  0.03
C: 5.9819 -1.4174 0.8377  0.03
C: 5.3405 -0.6933 1.9531  -0.38
O: 4.2685 -0.1223 1.8070  0.09
C: 6.0427 -0.6858 3.2516  0.02
C: 7.2129 -1.3117 3.4109  0.02
H: 7.6350 -2.5793 0.1889  0.12
H: 5.4541 -1.4124 -0.1081  0.08
H: 5.5598 -0.1497 4.0598  0.12
H: 7.7407 -1.3167 4.3568  0.12

Summary:
Energy ... -1790.53248 a.u.
Kohn-Sham gap ... 7.46 eV
SMILES string ... COCCCCB1OBOB(CCC(F)=C(F)F)O1.O=C1C=CC(=O)C=C1.O=C1C=CC(=O)C=C1